1.
Formula: C6H6N
Source: the Open Molecules 2025 dataset
Level of theory: ωB97M-V/def2-TZVPD

```
13
Properties=species:S:1:pos:R:3:forces:R:3
C -1.278220 1.009192 0.437915 -1.096 0.599 -0.426
C -0.151733 1.457593 0.062758 0.113 -0.037 1.510
C -1.802722 -0.177815 -0.357057 -0.280 -0.214 -0.160
C 0.792207 -1.018339 0.616133 -1.023 0.432 2.992
C 1.065038 -0.053162 -0.449611 -1.000 -1.010 -1.269
C -0.417961 -0.263805 0.030499 2.873 -1.926 0.630
N 1.137235 1.324926 -0.119240 1.322 1.681 0.056
H -2.445832 -0.818724 0.199905 -0.620 -0.343 0.097
H -1.971319 -0.080745 -1.415121 -0.491 0.400 -0.125
H 0.783210 -2.112296 0.432279 0.070 0.974 -0.392
H 1.184934 -0.772122 1.660756 -0.745 -0.340 -1.463
H 1.233880 -0.343852 -1.445621 0.934 -0.205 -1.084
H 1.871282 1.849143 0.346407 -0.056 -0.011 -0.366
```
Positions in Å, forces in eV/Å.

Computed properties:
Charge: +1
E_HOMO: -0.52645 hartree
Relative energy (zero: lowest compared OMol25 entry of this formula, charge and spin): 109.4 kcal per mole

These are the natural (NBO) partial charges, in e, on atoms 1 to 2:
1. C -0.024
2. C 0.475

=====

2.
Formula: C6H6N
Source: the Open Molecules 2025 dataset
Level of theory: ωB97M-V/def2-TZVPD

```
13
Properties=species:S:1:pos:R:3:forces:R:3
C 1.198955 0.102085 -1.156868 -3.323 -0.824 3.087
C -0.085597 0.300300 -1.535676 1.532 0.613 -0.584
C -1.035342 -0.053947 -0.469543 -1.089 -2.085 -0.093
N -1.421755 0.757529 0.888796 -0.051 0.524 0.624
C -1.184384 -0.149461 1.785539 0.984 1.240 -3.062
C -0.250175 -0.518235 0.719984 -1.455 -0.388 -1.484
C 1.174005 -0.329598 0.356370 0.608 0.275 -0.353
H 2.083787 0.395894 -1.611360 1.422 -0.008 -1.106
H -0.319925 0.588264 -2.571649 -0.366 0.031 0.838
H -2.030822 -0.447615 -0.829520 1.180 0.245 0.954
H -1.440817 -0.089255 2.813885 0.106 -0.444 0.814
H 1.500341 0.564422 0.837084 0.487 0.822 0.918
H 1.811729 -1.120383 0.772958 -0.034 -0.002 -0.554
```
Positions in Å, forces in eV/Å.

Computed properties:
SMILES: C1=C[C@@H]2[N+]3=C[C@@]23C1
Charge: +1
E_HOMO: -0.54567 hartree
Relative energy (zero: lowest compared OMol25 entry of this formula, charge and spin): 50.2 kcal per mole

These are the natural (NBO) partial charges, in e, on atoms 1 to 2:
1. C -0.045
2. C -0.261

=====

E_HOMO of number 1 (C6H6N)?
-0.52645 hartree

=====

What did the second record say?
Formula: C6H6N
Source: the Open Molecules 2025 dataset
Level of theory: ωB97M-V/def2-TZVPD

```
13
Properties=species:S:1:pos:R:3:forces:R:3
C 1.198955 0.102085 -1.156868 -3.323 -0.824 3.087
C -0.085597 0.300300 -1.535676 1.532 0.613 -0.584
C -1.035342 -0.053947 -0.469543 -1.089 -2.085 -0.093
N -1.421755 0.757529 0.888796 -0.051 0.524 0.624
C -1.184384 -0.149461 1.785539 0.984 1.240 -3.062
C -0.250175 -0.518235 0.719984 -1.455 -0.388 -1.484
C 1.174005 -0.329598 0.356370 0.608 0.275 -0.353
H 2.083787 0.395894 -1.611360 1.422 -0.008 -1.106
H -0.319925 0.588264 -2.571649 -0.366 0.031 0.838
H -2.030822 -0.447615 -0.829520 1.180 0.245 0.954
H -1.440817 -0.089255 2.813885 0.106 -0.444 0.814
H 1.500341 0.564422 0.837084 0.487 0.822 0.918
H 1.811729 -1.120383 0.772958 -0.034 -0.002 -0.554
```
Positions in Å, forces in eV/Å.

Computed properties:
SMILES: C1=C[C@@H]2[N+]3=C[C@@]23C1
Charge: +1
E_HOMO: -0.54567 hartree
Relative energy (zero: lowest compared OMol25 entry of this formula, charge and spin): 50.2 kcal per mole

These are the natural (NBO) partial charges, in e, on atoms 1 to 2:
1. C -0.045
2. C -0.261

=====

The highest E_HOMO belongs to which entry?
number 1